DFT (wB97M-V/def2-TZVPD) results for one molecule with the formula C4H6O4S at a distorted geometry.

Last column: natural (NBO) charge in e.
Geometry (Å):
S -0.05928 -0.89021 0.01758  1.88
O 1.16060 1.47378 -0.36777  -0.48
O -0.04523 -1.39486 -1.30497  -0.94
O -0.18191 -1.89040 1.04429  -0.92
O -2.04926 0.30312 1.40551  -0.47
C -2.21620 0.70321 -0.87693  -0.78
C 2.43088 -0.22348 0.75599  -0.75
C -1.78299 0.05032 0.27685  0.43
C 1.30868 0.39338 0.14947  0.41
H -3.20887 1.12086 -0.77034  0.25
H -1.49420 1.51059 -1.11883  0.29
H -1.97509 0.12281 -1.84317  0.28
H 3.31175 0.37270 0.58471  0.25
H 2.27658 -0.42592 1.82165  0.28
H 2.52452 -1.22589 0.22595  0.27

Computed properties:
charge: 0
electronic energy: -23267.888 eV
strongest force on any atom: 0.0935 Eh/bohr
SMILES: CC(=O)S(=O)(=O)C(C)=O